{
  "formula": "C56H84O42",
  "method": "ωB97M-V/def2-TZVPD",
  "homo_lumo_gap_ev": 10.37,
  "total_energy_ev": -145426.3802,
  "symbols": ["C", "C", "C", "O", "C", "O", "O", "H", "H", "H", "H", "H", "H", "C", "C", "C", "O", "C", "O", "O", "H", "H", "H", "H", "H", "H", "C", "C", "C", "O", "C", "O", "O", "H", "H", "H", "H", "H", "H", "C", "C", "C", "O", "C", "O", "O", "H", "H", "H", "H", "H", "H", "C", "C", "C", "O", "C", "O", "O", "H", "H", "H", "H", "H", "H", "C", "C", "C", "O", "C", "O", "O", "H", "H", "H", "H", "H", "H", "C", "C", "C", "O", "C", "O", "O", "H", "H", "H", "H", "H", "H", "C", "C", "C", "O", "C", "O", "O", "H", "H", "H", "H", "H", "H", "C", "C", "C", "O", "C", "O", "O", "H", "H", "H", "H", "H", "H", "C", "C", "C", "O", "C", "O", "O", "H", "H", "H", "H", "H", "H", "C", "C", "C", "O", "C", "O", "O", "H", "H", "H", "H", "H", "H", "C", "C", "C", "O", "C", "O", "O", "H", "H", "H", "H", "H", "H", "C", "C", "C", "O", "C", "O", "O", "H", "H", "H", "H", "H", "H", "C", "C", "C", "O", "C", "O", "O", "H", "H", "H", "H", "H", "H"],
  "coordinates": [[-9.137, -0.605, 10.479], [-7.622, -0.151, 10.371], [-6.564, -1.164, 10.402], [-5.595, -0.607, 9.546], [-6.148, 0.242, 8.784], [-5.521, 0.858, 7.962], [-7.428, 0.430, 9.175], [-9.395, -1.357, 9.732], [-9.777, 0.261, 10.313], [-9.198, -0.961, 11.507], [-7.492, 0.682, 11.062], [-6.860, -2.116, 9.960], [-6.186, -1.330, 11.410], [-0.821, -7.073, 3.913], [-1.268, -6.017, 4.908], [-2.725, -6.010, 5.278], [-2.702, -6.104, 6.721], [-1.421, -6.192, 7.172], [-1.077, -6.181, 8.355], [-0.586, -6.287, 6.160], [0.248, -7.021, 3.705], [-1.311, -6.849, 2.965], [-1.084, -8.081, 4.232], [-0.875, -5.027, 4.675], [-3.362, -6.808, 4.895], [-3.250, -5.103, 4.977], [9.565, -1.422, -3.942], [8.856, -0.465, -4.846], [9.245, 1.011, -4.651], [9.107, 1.539, -5.946], [8.980, 0.573, -6.873], [8.927, 0.680, -8.045], [9.073, -0.641, -6.259], [10.636, -1.306, -4.106], [9.349, -2.488, -4.018], [9.352, -1.181, -2.901], [7.774, -0.567, -4.763], [10.279, 1.114, -4.322], [8.695, 1.571, -3.896], [2.898, -3.812, -9.787], [1.370, -3.824, -9.437], [0.443, -3.161, -10.488], [-0.605, -4.061, -10.646], [-0.336, -5.192, -9.972], [-0.973, -6.237, -10.023], [0.873, -5.096, -9.437], [3.242, -2.780, -9.852], [3.174, -4.258, -10.743], [3.508, -4.316, -9.038], [1.166, -3.221, -8.552], [0.990, -3.051, -11.424], [0.178, -2.142, -10.206], [1.498, 7.160, 2.884], [0.981, 7.454, 4.323], [-0.080, 6.460, 4.844], [0.458, 6.175, 6.162], [1.628, 6.765, 6.392], [2.146, 6.871, 7.502], [2.040, 7.316, 5.188], [1.559, 6.120, 2.563], [2.481, 7.532, 2.595], [0.820, 7.652, 2.186], [0.695, 8.496, 4.466], [-0.063, 5.485, 4.358], [-1.075, 6.861, 4.647], [-1.224, 1.018, -0.113], [0.171, 0.423, -0.408], [0.591, 0.557, -1.885], [1.946, 0.942, -1.805], [2.362, 1.041, -0.532], [3.514, 1.280, -0.144], [1.270, 1.088, 0.227], [-1.578, 0.614, 0.836], [-1.945, 0.747, -0.883], [-1.266, 2.106, -0.081], [0.138, -0.653, -0.240], [0.089, 1.313, -2.489], [0.504, -0.406, -2.389], [-7.468, -6.665, -5.924], [-7.805, -6.732, -4.515], [-7.168, -7.859, -3.671], [-6.549, -7.209, -2.579], [-6.688, -5.863, -2.740], [-6.210, -5.041, -1.960], [-7.261, -5.566, -3.925], [-7.949, -5.811, -6.400], [-7.735, -7.525, -6.539], [-6.453, -6.502, -6.288], [-8.873, -6.582, -4.354], [-6.502, -8.509, -4.240], [-7.873, -8.580, -3.259], [-7.939, 9.427, -4.725], [-6.973, 8.942, -3.623], [-7.281, 7.554, -2.985], [-6.074, 6.927, -2.809], [-5.154, 7.563, -3.581], [-4.009, 7.224, -3.781], [-5.700, 8.672, -4.134], [-7.575, 10.372, -5.128], [-8.952, 9.496, -4.326], [-7.906, 8.691, -5.528], [-6.956, 9.658, -2.802], [-8.013, 6.934, -3.502], [-7.716, 7.780, -2.011], [-9.918, 2.105, 1.878], [-10.972, 2.917, 2.649], [-11.144, 2.551, 4.100], [-11.156, 3.798, 4.711], [-10.737, 4.734, 3.854], [-10.554, 5.949, 4.114], [-10.510, 4.238, 2.719], [-10.395, 1.133, 1.751], [-8.981, 2.023, 2.429], [-9.706, 2.558, 0.910], [-11.873, 3.025, 2.045], [-10.395, 1.807, 4.370], [-12.051, 1.988, 4.318], [9.259, 7.773, 2.748], [10.508, 8.656, 2.454], [11.321, 8.126, 1.290], [11.522, 9.306, 0.541], [10.686, 10.284, 0.917], [10.646, 11.389, 0.383], [10.004, 9.892, 1.986], [8.433, 8.356, 3.156], [9.435, 6.893, 3.366], [8.782, 7.366, 1.856], [11.062, 8.819, 3.379], [10.841, 7.366, 0.674], [12.296, 7.754, 1.605], [-6.306, 0.754, -6.849], [-7.523, 0.912, -7.801], [-8.814, 0.393, -7.197], [-9.625, 1.509, -7.055], [-9.136, 2.503, -7.696], [-9.769, 3.520, -7.944], [-7.883, 2.282, -8.005], [-5.983, -0.285, -6.786], [-6.594, 1.031, -5.835], [-5.525, 1.486, -7.056], [-7.419, 0.436, -8.776], [-8.704, -0.046, -6.205], [-9.284, -0.327, -7.867], [5.455, -3.141, 6.043], [5.370, -1.968, 7.038], [4.247, -0.973, 6.616], [3.530, -0.774, 7.794], [3.965, -1.617, 8.774], [3.487, -1.703, 9.891], [5.018, -2.370, 8.302], [6.198, -3.814, 6.472], [5.669, -2.899, 5.002], [4.474, -3.616, 6.053], [6.302, -1.404, 7.067], [3.618, -1.384, 5.826], [4.640, -0.055, 6.179], [13.753, -0.321, 1.712], [12.774, 0.476, 2.522], [12.632, -0.126, 3.938], [12.766, 0.970, 4.761], [13.347, 1.986, 4.115], [13.622, 3.087, 4.560], [13.366, 1.730, 2.816], [13.400, -1.338, 1.537], [14.760, -0.366, 2.126], [13.815, 0.082, 0.701], [11.820, 0.662, 2.029], [13.331, -0.926, 4.179], [11.609, -0.494, 4.029], [1.904, -11.161, -3.236], [1.826, -9.842, -4.057], [0.612, -9.071, -3.718], [1.117, -7.808, -3.479], [2.446, -7.804, -3.461], [3.140, -6.882, -3.077], [2.907, -8.955, -3.768], [1.654, -11.003, -2.187], [2.862, -11.662, -3.372], [1.165, -11.858, -3.632], [1.941, -10.073, -5.116], [0.075, -9.358, -2.814], [0.059, -9.110, -4.657]],
  "mulliken_charge": [-1.310, 0.388, -0.434, -0.291, 0.655, -0.577, -0.323, 0.343, 0.337, 0.369, 0.261, 0.297, 0.286, -1.376, 0.448, -0.392, -0.339, 0.688, -0.577, -0.347, 0.352, 0.380, 0.342, 0.285, 0.271, 0.263, -1.425, 0.526, -0.446, -0.323, 0.644, -0.502, -0.372, 0.354, 0.350, 0.354, 0.238, 0.295, 0.307, -1.372, 0.450, -0.428, -0.324, 0.655, -0.566, -0.325, 0.389, 0.352, 0.344, 0.235, 0.258, 0.333, -1.374, 0.422, -0.397, -0.331, 0.645, -0.549, -0.358, 0.333, 0.358, 0.370, 0.282, 0.288, 0.311, -1.380, 0.514, -0.434, -0.333, 0.679, -0.580, -0.334, 0.339, 0.375, 0.360, 0.231, 0.294, 0.270, -1.554, 0.618, -0.424, -0.320, 0.654, -0.572, -0.310, 0.362, 0.386, 0.377, 0.228, 0.279, 0.275, -1.328, 0.434, -0.446, -0.303, 0.644, -0.552, -0.345, 0.339, 0.366, 0.343, 0.263, 0.292, 0.292, -1.392, 0.368, -0.359, -0.304, 0.672, -0.627, -0.302, 0.380, 0.364, 0.345, 0.288, 0.277, 0.289, -1.409, 0.504, -0.434, -0.339, 0.692, -0.572, -0.345, 0.345, 0.361, 0.366, 0.277, 0.280, 0.274, -1.346, 0.449, -0.442, -0.331, 0.733, -0.604, -0.365, 0.355, 0.365, 0.348, 0.288, 0.271, 0.279, -1.348, 0.438, -0.420, -0.317, 0.642, -0.530, -0.342, 0.334, 0.362, 0.349, 0.268, 0.260, 0.306, -1.430, 0.445, -0.454, -0.321, 0.695, -0.567, -0.347, 0.393, 0.348, 0.350, 0.295, 0.295, 0.296, -1.373, 0.350, -0.360, -0.331, 0.717, -0.600, -0.342, 0.346, 0.342, 0.377, 0.284, 0.310, 0.279]
}

***

{
  "formula": "C6H9N2O3S",
  "method": "ωB97M-V/def2-TZVPD",
  "total_charge": 1,
  "homo_lumo_gap_ev": [6.36, 8.60],
  "total_energy_ev": -26312.6414,
  "symbols": ["C", "C", "C", "C", "C", "C", "N", "N", "O", "O", "O", "S", "H", "H", "H", "H", "H", "H", "H", "H", "H"],
  "coordinates": [[0.142, -0.301, 0.072], [0.769, -1.495, -0.349], [1.118, 0.434, 0.809], [0.139, -2.566, -1.067], [1.098, 1.725, 1.490], [-1.676, 1.329, 0.185], [1.966, -1.523, 0.234], [-1.121, 0.103, -0.316], [-1.768, -0.540, -1.215], [2.872, -2.863, -1.699], [2.177, -0.342, 0.931], [3.348, -1.890, -0.757], [-0.609, -3.103, -0.327], [-0.440, -2.193, -1.826], [0.757, -3.294, -1.454], [2.231, 1.945, 1.822], [0.593, 2.522, 0.817], [0.494, 1.641, 2.421], [-1.290, 2.189, -0.411], [-1.243, 1.580, 1.224], [-2.758, 1.307, 0.048]],
  "mulliken_charge": [0.748, 0.100, 0.692, -1.390, -1.500, -1.039, 0.209, 0.496, -0.562, -0.361, -0.253, 0.471, 0.303, 0.443, 0.490, 0.334, 0.395, 0.420, 0.379, 0.335, 0.288]
}

***

{
  "formula": "C4H4N2",
  "method": "ωB97M-V/def2-TZVPD",
  "smiles": "N#CCCC#N",
  "homo_lumo_gap_ev": 12.24,
  "total_energy_ev": -7191.8756,
  "symbols": ["C", "C", "C", "C", "H", "H", "H", "H", "N", "N"],
  "coordinates": [[-1.647, -1.054, -0.118], [-0.594, -0.091, -0.470], [0.521, 0.162, 0.581], [1.609, 0.876, 0.024], [-0.109, -0.371, -1.417], [-1.023, 0.924, -0.647], [0.203, 0.799, 1.367], [0.927, -0.785, 0.936], [-2.529, -1.783, 0.125], [2.642, 1.323, -0.381]],
  "mulliken_charge": [0.175, -0.423, -0.292, 0.169, 0.329, 0.276, 0.266, 0.301, -0.375, -0.425]
}

***

For reference, relative energy (zero: lowest compared OMol25 entry of this formula, charge and spin) by record: 9.042 2.050 0.813 eV.